(1)
Density functional theory data (wB97M-V/def2-TZVPD) for a 2-piece molecular cluster, H3ISi overall.

## Properties
LUMO energy (eV): 0.007
HOMO level (eV): -9.37
HOMO-LUMO gap (eV): 9.381
Energy relative to the best compared isomer or geometry (same formula, charge and spin) (eV): 2.111

Atoms and positions in Å:
Si1 -0.08 -0.24 0.04
I1 2.29 0.12 0.02
H1 -0.46 -0.95 -1.22
H2 -0.83 -0.73 1.14
H3 -0.92 1.79 0.02

(2)
Density functional theory data (wB97M-V/def2-TZVPD) for one molecule with the formula H3N2O2P.

## Properties
LUMO energy (spin up / spin down) (eV): 0.253 / 0.253
HOMO level (spin up / spin down) (eV): -9.29 / -9.29
Structure (SMILES): NP[N+](=O)[O-]
HOMO-LUMO gap (spin up / spin down) (eV): 9.542 / 9.541
Energy relative to the best compared isomer or geometry (same formula, charge and spin) (eV): 3.592

Atoms and positions in Å:
N1 0.70 -0.57 1.22
P1 -0.92 -0.48 0.57
N2 -0.46 0.26 -1.40
O1 0.56 -0.18 -1.78
O2 -1.25 0.98 -1.94
H1 1.14 0.37 1.47
H2 1.25 -1.31 0.80
H3 -1.02 0.93 1.07

(3)
Density functional theory data (wB97M-V/def2-TZVPD) for H3N2O2P3S as an isolated structure.

## Properties
LUMO energy (eV): -0.566
HOMO level (eV): -8.50
HOMO-LUMO gap (eV): 7.935
Energy relative to the best compared isomer or geometry (same formula, charge and spin) (eV): 0.453

Atoms and positions in Å:
N1 0.35 -1.17 0.88
N2 0.01 -0.29 -1.54
O1 -0.84 1.64 -0.16
O2 -2.18 -0.63 0.17
P1 -0.66 -1.46 -0.32
P2 0.59 1.15 -0.96
P3 1.38 0.06 0.81
S1 -2.22 0.90 0.82
H1 -0.49 -0.38 -2.49
H2 2.57 -0.57 0.79
H3 1.48 0.74 2.01

(4)
Density functional theory data (wB97M-V/def2-TZVPD) for a 2-piece molecular cluster, H3N2PS overall.

## Properties
LUMO energy (eV): -0.049
HOMO level (eV): -8.34
HOMO-LUMO gap (eV): 8.296
Energy relative to the best compared isomer or geometry (same formula, charge and spin) (eV): 1.065

Atoms and positions in Å:
N1 -1.90 -0.06 -0.15
N2 -0.87 0.36 -0.64
P1 -3.10 -0.49 0.56
S1 2.39 0.26 0.21
H1 -0.82 0.59 -1.65
H2 2.89 -0.92 0.50
H3 1.42 0.25 1.18